Record 1
Below is a molecular structure, C26H69CuO25S8 at a distorted geometry, with properties calculated with ωB97M-V with the def2-TZVPD basis set.

The calculation puts the molar mass at 1101.895 g mol⁻¹. The relative energy (zero: lowest compared OMol25 entry of this formula, charge and spin) is 0.000 eV. Its expectation value of S² is 0.755. For the frontier orbital gap (alpha / beta), the calculation gives 9.46 / 7.00 eV. The spin multiplicity is 2. Its net charge is +1. As for the HOMO energy (alpha / beta): -13.0 / -13.0 eV.

Last column: Löwdin charge in e.
Element x y z (Å)
Cu: 7.978 17.539 8.528  0.594
C: 11.285 15.357 6.365  -0.063
C: 9.863 15.845 6.563  -0.297
O: 9.675 16.956 7.351  -0.015
H: 11.298 14.435 5.780  0.066
H: 11.810 15.105 7.280  0.042
H: 11.919 16.029 5.781  0.066
H: 9.318 15.021 7.061  0.138
H: 9.414 16.015 5.573  0.121
O: 13.688 15.259 1.707  -0.291
S: 12.639 16.161 1.316  0.595
O: 12.926 17.442 0.766  -0.247
O: 11.686 15.419 0.255  -0.239
C: 11.229 14.093 0.555  -0.288
C: 10.927 13.340 -0.692  -0.063
C: 11.513 16.400 2.707  -0.108
H: 10.347 14.189 1.203  0.111
H: 11.980 13.572 1.162  0.111
H: 10.363 12.432 -0.466  0.085
H: 11.815 12.997 -1.227  0.088
H: 10.341 13.921 -1.405  0.090
H: 10.637 16.841 2.237  0.049
H: 12.066 17.057 3.372  0.060
H: 11.213 15.451 3.146  0.049
O: 13.664 9.491 6.246  -0.271
S: 12.387 10.056 5.909  0.600
O: 11.244 9.931 6.774  -0.276
O: 12.561 11.649 5.634  -0.304
C: 13.724 12.064 4.834  -0.216
C: 13.467 13.493 4.462  -0.069
C: 11.880 9.488 4.266  -0.098
H: 13.828 11.408 3.971  0.117
H: 14.570 11.942 5.511  0.122
H: 14.166 13.864 3.711  0.081
H: 13.556 14.229 5.262  0.065
H: 12.464 13.609 4.046  0.066
H: 12.715 9.378 3.583  0.070
H: 11.132 10.192 3.910  0.069
H: 11.398 8.526 4.436  0.076
O: 7.971 16.212 1.638  -0.278
S: 7.453 17.264 2.465  0.595
O: 6.694 16.945 3.644  -0.286
O: 8.723 18.167 2.878  -0.271
C: 8.645 18.832 4.160  -0.257
C: 9.999 19.442 4.456  -0.045
C: 6.489 18.387 1.471  -0.091
H: 8.267 18.171 4.941  0.097
H: 7.901 19.628 4.051  0.125
H: 10.710 18.653 4.714  0.060
H: 9.989 20.198 5.235  0.075
H: 10.337 19.894 3.521  0.097
H: 7.000 18.408 0.511  0.078
H: 6.457 19.373 1.922  0.073
H: 5.527 17.888 1.387  0.080
O: 15.613 10.858 11.756  -0.264
S: 14.658 10.528 10.751  0.595
O: 13.516 9.736 11.107  -0.275
O: 14.175 11.910 10.096  -0.257
C: 13.106 11.828 9.141  -0.247
C: 13.003 13.174 8.452  -0.067
C: 15.476 9.740 9.331  -0.099
H: 12.182 11.603 9.675  0.126
H: 13.326 11.088 8.374  0.083
H: 13.117 14.030 9.116  0.062
H: 12.065 13.298 7.923  0.050
H: 13.825 13.242 7.737  0.086
H: 16.125 8.934 9.663  0.077
H: 15.992 10.497 8.748  0.074
H: 14.702 9.252 8.739  0.049
O: 5.705 12.562 4.993  -0.264
S: 6.547 13.682 5.342  0.602
O: 6.028 15.003 5.503  -0.272
O: 7.401 13.328 6.666  -0.282
C: 7.659 11.934 6.928  -0.252
C: 8.938 11.873 7.734  -0.066
C: 7.864 13.685 4.152  -0.112
H: 7.863 11.457 5.965  0.108
H: 6.814 11.394 7.348  0.131
H: 9.165 10.881 8.114  0.083
H: 8.905 12.566 8.582  0.076
H: 9.763 12.227 7.111  0.060
H: 8.639 14.391 4.440  0.042
H: 7.530 13.836 3.130  0.076
H: 8.327 12.698 4.218  0.065
O: 9.155 16.897 10.324  -0.280
S: 10.451 16.735 10.935  0.625
O: 11.470 17.723 10.704  -0.273
O: 10.213 16.539 12.493  -0.232
C: 11.375 16.634 13.372  -0.232
C: 10.860 16.678 14.780  -0.058
C: 11.136 15.157 10.472  -0.092
H: 11.958 17.496 13.059  0.112
H: 11.960 15.716 13.265  0.122
H: 11.626 16.502 15.538  0.092
H: 10.124 15.897 14.976  0.091
H: 10.406 17.636 15.036  0.085
H: 10.399 14.374 10.645  0.091
H: 12.073 14.961 10.981  0.079
H: 11.284 15.248 9.397  0.040
O: 14.666 20.169 7.618  -0.279
S: 15.386 18.949 7.400  0.589
O: 16.640 18.920 6.737  -0.238
O: 15.587 18.226 8.821  -0.248
C: 14.549 18.321 9.816  -0.261
C: 14.698 19.561 10.674  -0.052
C: 14.284 17.800 6.582  -0.118
H: 14.665 17.403 10.391  0.126
H: 13.551 18.286 9.373  0.074
H: 14.371 20.450 10.139  0.067
H: 15.737 19.708 10.964  0.093
H: 14.082 19.438 11.566  0.065
H: 13.301 17.899 7.041  0.040
H: 14.672 16.787 6.638  0.073
H: 14.211 18.123 5.543  0.076
O: 8.902 19.463 8.857  -0.310
S: 9.854 20.533 9.046  0.632
O: 9.554 21.881 8.678  -0.231
O: 10.144 20.494 10.623  -0.239
C: 10.852 21.613 11.168  -0.262
C: 11.362 21.225 12.544  -0.049
C: 11.383 19.997 8.333  -0.099
H: 10.203 22.485 11.262  0.125
H: 11.699 21.949 10.564  0.120
H: 10.616 20.684 13.122  0.085
H: 11.662 22.116 13.096  0.090
H: 12.261 20.617 12.444  0.057
H: 11.547 18.967 8.633  0.040
H: 12.174 20.678 8.644  0.071
H: 11.307 20.119 7.253  0.070

---

Record 2
Below is 15 unconnected molecules or ions with the total composition C26H69IN29O16 at a distorted geometry, with properties calculated with ωB97M-V with the def2-TZVPD basis set.

The calculation puts the molar mass at 1170.929 g mol⁻¹. For the frontier orbital gap, the calculation gives 3.96 eV. Its net charge is -1. As for the HOMO energy: -2.8 eV.

Last column: Löwdin charge in e.
Element x y z (Å)
O: 6.532 -0.213 2.338  -0.048
C: 6.210 -0.572 1.257  -0.815
I: 5.735 0.983 -0.250  0.690
C: 6.002 -2.013 0.805  -0.336
C: 4.543 -2.264 0.505  -0.253
C: 3.708 -1.928 1.744  -0.302
C: 2.199 -1.991 1.509  -0.121
C: 1.604 -3.344 1.769  -0.448
O: 2.275 -4.328 1.904  0.061
N: 0.186 -3.542 1.850  0.092
C: -0.602 -2.322 1.777  -0.275
C: -1.067 -1.781 0.563  -0.030
C: -1.792 -0.568 0.587  -0.060
C: -2.043 0.086 1.822  -0.071
C: -1.577 -0.461 3.036  -0.072
C: -0.852 -1.666 3.013  -0.038
H: 6.270 -2.640 1.657  0.098
H: 6.657 -2.205 -0.045  0.090
H: 4.229 -1.608 -0.319  0.003
H: 4.007 -2.583 2.567  0.100
H: 3.896 -0.897 2.109  0.080
H: 1.736 -1.219 2.121  0.110
H: 1.990 -1.735 0.467  0.129
H: -0.049 -4.117 1.043  0.112
H: -0.827 -2.303 -0.355  0.109
H: -2.131 -0.142 -0.348  0.091
H: -2.580 1.031 1.833  0.056
H: -1.750 0.029 3.984  0.083
H: -0.456 -2.096 3.923  0.096
C: -4.251 3.402 1.634  -0.663
O: -3.268 2.816 1.209  0.008
N: -4.187 4.702 2.068  0.145
N: -5.475 2.815 1.712  0.160
H: -4.976 5.207 2.420  0.082
H: -3.295 5.156 2.022  0.100
H: -5.551 1.864 1.409  0.086
H: -6.300 3.264 2.060  0.072
C: -0.480 -7.390 -0.032  -0.684
O: -1.355 -6.697 -0.526  0.009
N: 0.081 -7.110 1.179  0.165
N: 0.016 -8.503 -0.657  0.162
H: 0.803 -7.666 1.597  0.060
H: -0.248 -6.295 1.664  0.084
H: -0.369 -8.733 -1.552  0.100
H: 0.743 -9.079 -0.275  0.065
C: 2.069 4.177 -1.007  -0.671
O: 1.203 4.775 -1.643  -0.009
N: 2.470 4.595 0.229  0.154
N: 2.690 3.063 -1.466  0.170
H: 3.170 4.122 0.769  0.092
H: 2.029 5.413 0.604  0.097
H: 2.418 2.711 -2.367  0.095
H: 3.396 2.571 -0.947  -0.021
C: 0.852 0.139 6.025  -0.690
O: 0.248 1.071 5.530  0.022
N: 2.207 0.000 5.916  0.155
N: 0.219 -0.857 6.726  0.145
H: 2.722 -0.764 6.308  0.090
H: 2.699 0.705 5.398  0.104
H: -0.776 -0.788 6.819  0.098
H: 0.696 -1.637 7.135  0.087
C: 10.518 -0.136 4.187  -0.683
O: 11.547 0.174 4.777  -0.001
N: 9.487 0.740 4.019  0.159
N: 10.320 -1.369 3.646  0.163
H: 8.635 0.517 3.534  0.080
H: 9.601 1.658 4.408  0.103
H: 11.059 -2.039 3.746  0.103
H: 9.481 -1.631 3.160  0.099
C: 12.540 3.347 2.091  -0.689
O: 13.102 4.158 1.374  0.008
N: 11.226 3.006 1.937  0.157
N: 13.172 2.699 3.117  0.153
H: 10.768 2.344 2.533  0.058
H: 10.709 3.444 1.198  0.103
H: 14.138 2.917 3.267  0.096
H: 12.721 2.022 3.713  0.066
C: -8.557 0.495 2.057  -0.665
O: -7.851 1.415 2.454  0.004
N: -9.772 0.216 2.591  0.149
N: -8.160 -0.324 1.031  0.149
H: -10.351 -0.534 2.266  0.093
H: -10.105 0.799 3.345  0.061
H: -7.266 -0.146 0.614  0.097
H: -8.713 -1.083 0.686  0.089
C: -1.105 2.285 -3.858  -0.689
O: -1.488 1.541 -4.756  -0.016
N: -1.896 2.588 -2.784  0.152
N: 0.120 2.869 -3.841  0.171
H: -1.601 3.187 -2.035  0.091
H: -2.807 2.175 -2.750  0.091
H: 0.743 2.665 -4.606  0.059
H: 0.423 3.487 -3.104  0.048
C: 1.964 1.188 -7.141  -0.677
O: 1.945 1.696 -6.031  0.016
N: 1.629 -0.105 -7.361  0.179
N: 2.312 1.904 -8.263  0.132
H: 1.629 -0.547 -8.264  0.059
H: 1.362 -0.646 -6.560  0.113
H: 2.565 2.866 -8.134  0.112
H: 2.330 1.514 -9.190  0.101
C: -12.345 2.785 3.799  -0.652
O: -11.364 2.195 3.368  0.009
N: -12.259 4.059 4.265  0.167
N: -13.586 2.216 3.841  0.154
H: -13.034 4.583 4.623  0.099
H: -11.353 4.494 4.242  0.085
H: -13.673 1.277 3.501  0.103
H: -14.399 2.686 4.190  0.093
C: 0.253 -3.308 -9.384  -0.664
O: 0.787 -2.262 -9.058  0.021
N: -0.933 -3.715 -8.845  0.155
N: 0.800 -4.152 -10.310  0.151
H: -1.391 -4.571 -9.094  0.092
H: -1.355 -3.115 -8.161  0.109
H: 1.672 -3.877 -10.720  0.103
H: 0.379 -5.016 -10.590  0.091
C: -9.443 7.028 4.434  -0.695
O: -10.318 7.766 4.020  0.021
N: -8.808 7.237 5.627  0.147
N: -9.026 5.923 3.740  0.149
H: -8.086 6.641 5.985  0.092
H: -9.090 8.037 6.161  0.101
H: -9.468 5.740 2.859  0.105
H: -8.311 5.298 4.065  0.094
C: 3.197 -8.929 0.496  -0.715
O: 3.258 -9.712 -0.439  0.009
N: 2.833 -9.339 1.760  0.138
N: 3.465 -7.605 0.390  0.181
H: 2.779 -8.721 2.548  0.091
H: 2.626 -10.312 1.885  0.099
H: 3.726 -7.247 -0.511  0.115
H: 3.397 -6.963 1.161  0.095
C: -0.805 2.367 -10.303  -0.687
O: 0.111 2.380 -11.115  -0.002
N: -0.599 2.219 -8.971  0.172
N: -2.115 2.500 -10.689  0.138
H: -1.334 2.201 -8.288  0.104
H: 0.361 2.118 -8.666  0.049
H: -2.296 2.610 -11.668  0.093
H: -2.883 2.492 -10.046  0.087